C26H42HgO14S5 | the ωB97M-V functional and the def2-TZVPD basis

Geometry as XYZ:
```
88
Properties=species:S:1:pos:R:3:forces:R:3:lowdin_charge:R:1
Hg 0.217408 -0.067492 -0.440995 1.123 0.378 -0.070 1.25
C 3.947540 1.981312 -1.621371 0.098 -0.016 -0.390 0.01
C 2.928491 1.151797 -1.277141 0.084 -0.682 0.683 -0.36
C 3.245657 -0.311089 -0.882460 -0.416 0.610 0.646 -0.37
O 2.249750 -1.004343 -0.452284 -0.314 -0.855 -0.027 -0.20
C 4.526697 -0.772608 -0.860896 0.005 0.230 -0.183 0.00
C 5.625558 0.112102 -1.143788 -0.161 -0.354 -0.442 -0.36
C 5.323215 1.587125 -1.475079 -0.492 0.151 -0.170 -0.37
O 6.250061 2.356233 -1.618059 0.481 0.291 -0.055 0.06
O 6.775129 -0.270139 -1.204765 0.609 -0.140 0.191 0.06
O 1.706605 1.502085 -1.143514 -0.538 0.291 -0.434 -0.17
H 3.740957 2.968659 -2.014858 0.010 0.133 0.278 0.11
H 4.759665 -1.806865 -0.640468 -0.072 -0.024 0.112 0.11
C 1.261943 -3.950579 -4.656665 0.458 -0.200 -0.091 -0.21
C 0.035729 -3.435511 -5.430739 -0.182 -0.678 0.426 -0.22
C -0.595553 -2.477756 -4.427045 -0.143 -0.018 -0.423 -0.23
S 0.788747 -1.426717 -4.010038 0.603 -0.821 0.637 0.67
O 0.595651 -0.928730 -2.678198 -0.381 0.111 -0.082 -0.38
O 1.147308 -0.524914 -5.051302 -0.366 0.513 -0.806 -0.27
C 2.000733 -2.763673 -4.007417 -0.659 -0.130 0.304 -0.18
H 1.913883 -4.585062 -5.256751 0.084 0.261 -0.161 0.11
H 0.917799 -4.607047 -3.853989 -0.161 0.075 -0.014 0.11
H -0.614882 -4.291464 -5.616349 -0.116 0.154 -0.184 0.11
H 0.288910 -2.972126 -6.381878 0.036 0.164 0.060 0.12
H -0.848098 -3.044502 -3.528982 0.102 0.144 0.147 0.10
H -1.477628 -1.907687 -4.712799 0.213 0.177 -0.292 0.10
H 2.196552 -2.957125 -2.954385 0.330 0.093 -0.037 0.10
H 2.884717 -2.401481 -4.521380 0.020 -0.019 -0.055 0.11
C -4.748580 -0.943129 -3.343250 -0.529 0.297 -0.141 -0.21
C -4.946513 -2.013371 -2.270614 -0.564 0.239 0.998 -0.21
C -3.734136 -1.955045 -1.307099 -0.690 -0.541 -0.931 -0.20
S -3.389236 -0.207721 -1.204652 0.186 0.418 0.176 0.69
O -1.997403 0.104633 -1.451167 0.010 -0.263 -0.520 -0.38
O -3.991164 0.310071 -0.001653 -0.117 -0.107 0.114 -0.30
C -4.393783 0.332662 -2.605892 0.503 -0.033 0.796 -0.20
H -5.701797 -0.770182 -3.844208 0.159 -0.167 -0.325 0.12
H -3.992210 -1.213219 -4.079350 0.026 -0.067 0.020 0.11
H -5.157118 -2.995654 -2.687434 0.427 -0.115 0.002 0.12
H -5.836650 -1.780356 -1.674187 -0.047 0.183 -0.225 0.12
H -2.993513 -2.578456 -1.805122 0.737 0.474 0.486 0.11
H -3.922068 -2.242265 -0.275236 0.007 -0.323 -0.099 0.08
H -3.801855 1.104668 -3.091021 -0.127 -0.111 -0.345 0.11
H -5.266045 0.766320 -2.118660 -0.042 0.085 -0.151 0.11
C 3.011386 -0.509606 4.876813 0.447 0.121 -0.429 -0.21
C 3.075295 -1.623121 3.808725 -0.562 0.305 0.267 -0.20
C 3.401884 -0.878792 2.529185 1.056 0.081 -0.490 -0.23
S 2.463912 0.632377 2.531872 0.225 -0.814 0.428 0.67
O 1.229856 0.398644 1.832288 -0.903 0.063 0.400 -0.37
O 3.273358 1.749017 2.177156 0.355 0.705 -0.371 -0.28
C 2.209630 0.672669 4.314071 0.416 0.318 0.287 -0.21
H 4.055519 -0.194020 4.959730 -0.120 0.207 0.383 0.12
H 2.648565 -0.778221 5.866231 0.015 -0.314 -0.067 0.11
H 2.114148 -2.142568 3.767943 0.115 -0.171 -0.225 0.11
H 3.880629 -2.323176 4.017130 -0.174 -0.193 0.135 0.12
H 3.323864 -1.376548 1.562655 -0.619 -0.095 0.097 0.09
H 4.448149 -0.551912 2.541033 -0.067 0.079 0.245 0.12
H 1.158747 0.720643 4.591916 -0.086 -0.270 -0.236 0.10
H 2.680678 1.603775 4.625108 -0.202 0.107 -0.010 0.10
C -2.704536 0.010071 4.559944 0.544 0.201 -0.140 -0.19
C -2.131223 -1.378174 4.882740 -0.381 -0.547 0.790 -0.21
C -1.349379 -1.860420 3.679064 0.165 -0.195 -0.611 -0.21
S -2.293736 -1.305798 2.267056 -0.134 0.334 0.247 0.69
O -3.283282 -2.306235 1.950048 -0.072 -0.130 0.008 -0.31
O -1.443015 -0.834904 1.202186 0.246 -0.402 -0.169 -0.38
C -3.063938 0.078317 3.081072 -0.267 0.458 -0.467 -0.21
H -1.880591 0.700342 4.755821 -0.187 0.251 -0.129 0.11
H -3.559746 0.352832 5.136197 0.077 -0.364 0.359 0.12
H -2.891065 -2.117698 5.150620 -0.201 0.141 -0.325 0.12
H -1.492301 -1.360224 5.767317 0.093 0.238 -0.087 0.12
H -1.305723 -2.943105 3.573095 0.149 -0.005 0.141 0.11
H -0.354676 -1.427291 3.555419 -0.031 0.082 0.157 0.09
H -4.122161 -0.007957 2.837652 -0.041 -0.091 0.231 0.11
H -2.708739 0.996043 2.613387 0.140 -0.132 -0.119 0.10
C -1.034788 5.364207 -0.415179 0.368 -0.429 0.062 -0.20
C 0.398915 5.429173 0.137278 0.566 0.758 -0.093 -0.22
C 0.842554 3.978348 0.234524 -0.522 -0.025 -0.318 -0.21
S -0.553939 3.176135 1.003799 0.716 0.392 -0.412 0.68
O -0.425148 3.183109 2.434762 -0.101 -0.314 0.548 -0.31
O -0.842145 1.935300 0.312092 -0.685 0.197 0.235 -0.39
C -1.756524 4.430449 0.553628 -0.144 0.257 0.265 -0.22
H -0.969147 4.911572 -1.407234 -0.214 0.148 -0.073 0.12
H -1.530494 6.329289 -0.472859 0.016 0.042 -0.055 0.11
H 0.469914 5.987654 1.075657 -0.281 -0.309 0.184 0.12
H 1.077559 5.977265 -0.520753 -0.136 -0.155 -0.206 0.12
H 1.765568 3.708104 0.739364 0.007 0.101 0.117 0.11
H 0.848358 3.576202 -0.780227 0.316 -0.258 0.121 0.10
H -1.920260 4.994032 1.472934 -0.163 -0.201 0.101 0.10
H -2.682448 3.952860 0.241909 0.061 0.020 -0.201 0.11
```
Positions in Å, forces in eV/Å.

Properties
**HOMO energy**: -6.30 eV